Entry 1:
This record from the Open Molecules 2025 dataset describes the molecule C15H19N5O3. The level of theory is ωB97M-V/def2-TZVPD.

As for the HOMO energy: -8.91 eV. The frontier orbital gap is 0.3425 Ha. The lowest unoccupied orbital energy comes out at 0.015 Eh. Its SMILES is C=CCN1C(=O)NC(=O)/C(=C(\C)NCCCn2ccnc2)C1=O.

The geometry in XYZ format:
```
42
Properties=species:S:1:pos:R:3:lowdin_charge:R:1
C -3.407 -3.664 -1.002 0.0156
C -4.069 -2.526 -0.934 -0.1502
C -4.216 -1.717 0.319 -0.1324
N -3.719 -0.357 0.118 0.0641
C -4.640 0.605 -0.240 -0.4793
O -5.821 0.379 -0.358 0.0947
N -4.110 1.850 -0.444 0.2051
C -2.783 2.252 -0.344 -0.4164
O -2.517 3.416 -0.572 0.0551
C -1.862 1.200 0.031 -0.0141
C -0.487 1.473 0.170 -0.1928
C 0.051 2.842 -0.058 0.0086
N 0.338 0.499 0.509 0.0759
C 1.763 0.564 0.715 -0.1815
C 2.283 -0.837 1.030 -0.1493
C 3.787 -0.836 1.327 -0.1437
N 4.556 -0.379 0.202 -0.1058
C 5.042 0.883 -0.001 -0.0906
C 5.644 0.865 -1.226 -0.1577
N 5.533 -0.372 -1.777 0.0555
C 4.881 -1.088 -0.907 -0.1826
C -2.363 -0.137 0.262 -0.3372
O -1.653 -1.093 0.593 0.0434
H -3.327 -4.222 -1.919 0.0521
H -2.919 -4.085 -0.139 0.0605
H -4.552 -2.103 -1.805 0.1070
H -3.651 -2.166 1.137 0.1241
H -5.273 -1.627 0.584 0.1266
H -4.769 2.575 -0.706 0.1697
H -0.186 3.165 -1.069 0.1045
H 1.123 2.888 0.099 0.0723
H -0.449 3.548 0.602 0.1027
H -0.134 -0.411 0.643 0.1020
H 2.261 0.946 -0.185 0.1256
H 1.994 1.238 1.550 0.1338
H 2.083 -1.492 0.179 0.1234
H 1.755 -1.234 1.898 0.1237
H 4.104 -1.851 1.582 0.1289
H 3.999 -0.183 2.179 0.1292
H 4.934 1.659 0.729 0.1123
H 6.148 1.656 -1.742 0.0923
H 4.628 -2.122 -1.030 0.1245
```

=====

Entry 2:
This record from the Open Molecules 2025 dataset describes the molecule C15H19NO2Si. The level of theory is ωB97M-V/def2-TZVPD.

As for the HOMO energy: -8.53 eV. The frontier orbital gap is 0.3323 Ha. The lowest unoccupied orbital energy comes out at 0.019 Eh. Its SMILES is C[C@@H]1CC(=O)Nc2cccc(C#C[Si](C)(C)C)c2O1. The calculation puts the relative energy (zero: lowest compared OMol25 entry of this formula, charge and spin) at 32.42 kJ/mol.

The geometry in XYZ format:
```
38
Properties=species:S:1:pos:R:3:lowdin_charge:R:1
C -0.344 -2.020 1.877 -0.0348
C 0.415 -2.183 0.593 -0.3707
C 1.674 -2.982 0.732 -0.0656
C 2.182 -3.504 -0.530 -0.4514
O 3.030 -4.371 -0.449 0.0699
N 1.748 -3.052 -1.785 0.1493
C 1.039 -1.925 -2.249 -0.1560
C 0.902 -1.840 -3.607 -0.0362
C 0.326 -0.699 -4.150 -0.0755
C -0.130 0.329 -3.328 -0.0438
C -0.053 0.263 -1.933 -0.1645
C -0.482 1.405 -1.164 -0.0180
C -0.763 2.297 -0.365 -0.0452
Si -1.127 2.971 1.270 0.4594
C -0.887 4.829 1.349 -0.1861
C -2.887 2.467 1.820 -0.1712
C 0.126 2.068 2.301 -0.1718
C 0.547 -0.884 -1.366 -0.1213
O 0.662 -0.871 0.013 -0.0090
H -0.607 -2.980 2.358 0.0927
H -1.311 -1.499 1.742 0.0908
H 0.239 -1.454 2.618 0.0895
H -0.234 -2.703 -0.144 0.1609
H 2.424 -2.336 1.195 0.1506
H 1.531 -3.814 1.456 0.1529
H 2.252 -3.546 -2.519 0.1482
H 1.281 -2.631 -4.230 0.1156
H 0.249 -0.635 -5.236 0.1078
H -0.521 1.258 -3.762 0.1211
H -0.729 5.113 2.385 0.0256
H -0.072 5.143 0.711 0.0260
H -1.807 5.328 1.039 0.0273
H -2.938 1.392 1.740 0.0136
H -3.713 2.799 1.191 0.0289
H -3.109 2.691 2.837 0.0136
H -0.327 1.376 3.019 0.0306
H 0.684 2.745 2.935 0.0260
H 0.730 1.456 1.633 0.0208
```

=====

Entry 3:
This record from the Open Molecules 2025 dataset describes a structure of composition C15H20AgCl2N4O. The level of theory is ωB97M-V/def2-TZVPD.

As for the HOMO energy: -9.05 eV. The frontier orbital gap is 0.1943 Ha. The lowest unoccupied orbital energy comes out at -0.138 Eh. Its total charge is +1. The calculation puts the relative energy (zero: lowest compared OMol25 entry of this formula, charge and spin) at 40.55 kJ/mol.

The geometry in XYZ format:
```
43
Properties=species:S:1:pos:R:3:lowdin_charge:R:1
Ag -0.044 -0.168 -0.763 0.7251
N 0.903 -4.098 0.907 0.2344
C 1.251 -2.659 1.194 -0.3278
C 2.708 -2.366 0.884 -0.1021
C 2.951 -0.845 1.006 -0.3510
N 2.326 -0.172 -0.135 0.0271
C 2.438 -0.305 2.348 -0.0930
C 1.030 -0.760 2.746 -0.3637
N 0.012 -0.180 1.883 0.0321
C 0.940 -2.295 2.634 -0.1010
H 1.078 -4.315 -0.082 0.1786
H -0.090 -4.254 1.116 0.1775
H 1.463 -4.736 1.489 0.1824
H 0.623 -2.023 0.546 0.0961
H 2.966 -2.670 -0.132 0.1247
H 3.364 -2.884 1.582 0.1321
H 4.040 -0.680 0.991 0.1504
H 2.940 -0.229 -0.944 0.0997
H 2.218 0.820 0.064 0.0856
H 2.462 0.783 2.318 0.1302
H 3.131 -0.621 3.128 0.1299
H 0.882 -0.484 3.802 0.1503
H 0.149 0.822 1.759 0.0722
H -0.908 -0.275 2.301 0.0975
H -0.065 -2.610 2.914 0.1256
H 1.661 -2.745 3.317 0.1323
Cl -0.625 4.890 0.034 0.7070
C -1.883 3.712 -0.018 -0.5999
C -3.201 4.142 0.021 -0.1235
C -4.228 3.226 0.020 -0.6200
Cl -5.865 3.787 0.107 0.6984
C -3.958 1.848 -0.037 -0.1751
C -4.956 0.855 0.013 -0.0142
C -4.609 -0.469 -0.044 -0.0515
C -3.260 -0.796 -0.209 -0.1582
N -2.298 0.102 -0.260 0.0146
C -2.599 1.413 -0.138 -0.1548
C -1.506 2.361 -0.097 -0.4466
O -0.278 2.005 -0.096 -0.2190
H -3.409 5.200 0.060 0.1083
H -5.988 1.154 0.103 0.0912
H -5.350 -1.250 0.020 0.1051
H -2.960 -1.832 -0.304 0.0928
```

=====

Entry 4:
This record from the Open Molecules 2025 dataset describes a structure of composition C15H20AuN3O15P2. The level of theory is ωB97M-V/def2-TZVPD.

As for the HOMO energy: -9.73 eV. The frontier orbital gap is 0.2932 Ha. The lowest unoccupied orbital energy comes out at -0.064 Eh. The calculation puts the relative energy (zero: lowest compared OMol25 entry of this formula, charge and spin) at 0.00 kJ/mol.

The geometry in XYZ format:
```
56
Properties=species:S:1:pos:R:3:lowdin_charge:R:1
Au 0.539 0.069 -0.083 1.3849
O -2.866 -0.525 1.882 0.1298
C -1.929 -0.798 1.181 -0.5119
O -1.278 0.175 0.535 -0.1621
C -1.533 -2.206 0.902 -0.0549
C -2.516 -3.169 0.856 0.0966
C -2.173 -4.469 0.531 -0.1146
C -0.884 -4.814 0.215 0.0907
C 0.096 -3.842 0.285 -0.0470
C -0.189 -2.521 0.683 -0.2471
O 0.763 -1.615 0.886 -0.1507
N 1.427 -4.237 -0.169 -0.3154
O 1.518 -5.205 -0.885 0.1110
O 2.376 -3.513 0.118 0.0589
N -3.218 -5.507 0.488 -0.3534
O -2.867 -6.646 0.259 0.0862
O -4.362 -5.153 0.677 0.0919
H -3.542 -2.909 1.072 0.1434
H -0.635 -5.822 -0.080 0.1377
C 1.498 -1.133 -4.485 -0.0526
C 1.213 -0.681 -3.057 -0.5974
O 0.330 -1.605 -2.406 -0.0855
P 2.742 -0.609 -2.073 0.5193
O 3.460 -1.988 -2.088 -0.0534
O 3.746 0.256 -2.912 -0.0641
O 2.480 -0.013 -0.692 -0.3276
P 0.386 0.997 -3.014 0.3752
O 1.525 1.948 -3.666 -0.1326
O -0.826 0.934 -3.844 -0.2561
O 0.311 1.467 -1.539 -0.3793
H 1.785 -2.184 -4.479 0.0948
H 2.301 -0.553 -4.938 0.0856
H 0.597 -1.002 -5.085 0.0907
H -0.531 -1.537 -2.845 0.1119
H 3.189 -2.629 -1.380 0.0870
H 3.448 1.173 -3.037 0.0924
H 1.171 2.391 -4.446 0.0954
O 1.145 1.703 1.788 0.0242
C 0.983 2.894 1.992 -0.4899
C 1.243 3.517 3.339 -0.0960
C -0.127 4.039 3.855 -0.1736
C -1.365 3.294 3.298 -0.1800
C -1.903 3.797 1.943 -0.1710
C -1.020 3.429 0.749 -0.1736
N 0.387 3.734 1.080 0.0692
H 1.972 4.326 3.257 0.1190
H 1.652 2.751 3.994 0.1174
H -0.228 5.105 3.632 0.1054
H -0.130 3.954 4.942 0.1057
H -2.169 3.392 4.029 0.1093
H -1.155 2.221 3.225 0.1178
H -2.016 4.887 1.990 0.1095
H -2.899 3.378 1.782 0.1142
H -1.298 3.983 -0.145 0.1188
H -1.105 2.369 0.524 0.0712
H 0.480 4.702 1.359 0.1247
```

=====

Entry 5:
This record from the Open Molecules 2025 dataset describes a structure of composition C15H20BF4OYb. The level of theory is ωB97M-V/def2-TZVPD.

As for the HOMO energy (alpha / beta): 2.25 / 2.25 eV. Its spin multiplicity is 2. The frontier orbital gap (alpha / beta) is 0.1003 / 0.1003 Ha. The lowest unoccupied orbital energy (alpha / beta) comes out at 0.183 / 0.183 Eh. Its total charge is -2. The expectation value of S² is 0.751.

The geometry in XYZ format:
```
42
Properties=species:S:1:pos:R:3:mulliken_spin:R:1
Yb 1.026 0.142 0.199 1.0026
C 2.504 2.131 -0.404 0.0038
C 2.842 1.109 -1.344 0.0004
C 1.691 0.805 -2.130 -0.0020
H 3.718 0.437 -1.333 -0.0002
C 0.662 1.712 -1.695 0.0015
C 1.141 2.508 -0.592 -0.0028
H 0.591 3.236 -0.022 -0.0001
H 3.075 2.435 0.494 -0.0005
H 1.617 0.022 -2.869 0.0000
H -0.340 1.765 -2.110 0.0001
C 1.312 0.102 2.613 0.0066
C 0.833 1.403 2.280 -0.0031
C -0.485 1.271 1.774 -0.0013
H 1.414 2.340 2.362 0.0000
C -0.821 -0.105 1.805 -0.0018
C 0.288 -0.827 2.332 -0.0026
H 0.374 -1.935 2.401 -0.0003
H 2.334 -0.140 2.957 0.0001
H -1.119 2.078 1.348 0.0003
H -1.770 -0.546 1.415 -0.0004
O -0.294 -0.937 -0.981 0.0009
C -3.162 -1.213 -0.904 0.0006
C -2.181 -2.136 -1.453 -0.0011
C -3.484 0.021 -1.619 -0.0001
C -3.999 -1.645 0.230 -0.0003
C -0.813 -2.152 -0.702 0.0001
H -1.943 -1.900 -2.502 -0.0003
H -2.509 -3.172 -1.394 0.0002
H -0.954 -2.357 0.365 0.0003
H -0.111 -2.870 -1.132 0.0001
H -4.224 -0.146 -2.432 0.0002
H -2.589 0.459 -2.102 -0.0001
H -3.925 0.798 -0.965 0.0000
H -4.887 -2.224 -0.101 0.0002
H -4.398 -0.796 0.817 -0.0001
H -3.456 -2.305 0.934 -0.0001
F 3.029 0.197 0.767 -0.0014
B 4.582 0.563 0.910 0.0001
F 4.950 -0.672 0.599 0.0000
F 5.043 1.541 0.023 0.0001
F 4.437 1.003 2.165 0.0000
```

=====

Entry 6:
This record from the Open Molecules 2025 dataset describes a structure of composition C15H20Br2Cl3F4N3O2S. The level of theory is ωB97M-V/def2-TZVPD.

As for the HOMO energy: -9.06 eV. The frontier orbital gap is 0.3453 Ha. The lowest unoccupied orbital energy comes out at 0.012 Eh.

The geometry in XYZ format:
```
50
Properties=species:S:1:pos:R:3:lowdin_charge:R:1
C 3.104 -0.420 1.326 -0.1103
C 3.205 -1.827 0.674 -0.6978
Br 4.318 -3.134 1.628 0.6409
C 2.579 -2.170 -0.483 -0.7216
Br 2.859 -4.017 -1.101 0.6791
N 1.803 -1.228 -1.218 0.0198
C 0.346 -1.324 -0.994 -0.1716
C -0.081 -1.920 0.394 -0.1309
O -1.429 -1.572 0.759 -0.2142
C -1.436 -0.548 1.748 -0.2081
C -1.107 0.885 1.164 -0.1888
C -1.893 2.014 1.915 -0.1978
C -1.865 3.414 1.177 -0.2487
C -0.681 3.614 0.182 -0.4519
S 0.957 3.661 1.053 0.9527
C 2.203 3.468 -0.224 -0.6184
N 2.119 3.702 -1.540 0.0141
N 3.300 3.398 -2.113 0.0168
C 4.126 2.956 -1.163 -0.1382
O 3.457 3.016 0.032 -0.0290
C -0.364 -2.013 -2.230 -0.3505
F 0.308 -3.119 -2.692 0.0477
F -1.661 -2.419 -1.961 -0.0429
C -0.485 -1.027 -3.475 -0.2549
F -1.728 -0.428 -3.418 0.0530
F 0.541 -0.131 -3.546 0.0788
H 3.665 0.311 0.701 0.0745
H 2.054 -0.054 1.439 0.0604
H 3.516 -0.504 2.358 0.0692
H 2.144 -0.280 -1.059 0.1231
H -0.041 -0.271 -1.007 0.1462
H 0.093 -3.024 0.441 0.1459
H 0.564 -1.476 1.193 0.1048
H -2.496 -0.483 2.113 0.1132
H -0.819 -0.787 2.650 0.1351
H -1.412 0.902 0.090 0.1144
H 0.000 1.013 1.218 0.0731
H -2.963 1.702 2.009 0.1119
H -1.498 2.174 2.951 0.1169
H -1.838 4.198 1.980 0.1075
H -2.847 3.571 0.661 0.1188
H -0.721 2.853 -0.626 0.0803
H -0.790 4.619 -0.297 0.0849
H 5.164 2.614 -1.301 0.1383
H -0.499 -1.687 -4.379 0.1745
C -4.866 -3.609 0.547 -1.5198
Cl -5.135 -5.356 0.471 0.5176
Cl -4.517 -3.107 2.208 0.5221
Cl -3.559 -3.131 -0.534 0.6478
H -5.775 -3.112 0.226 0.0120
```

=====

Number 1: strongest force on any atom 0.0128 Eh/bohr, E_tot -1082.557974 Ha. Number 2: strongest force on any atom 0.0538 Eh/bohr, E_tot -1077.692892 Ha. Number 3: strongest force on any atom 0.0149 Eh/bohr, E_tot -1944.994034 Ha. Number 4: strongest force on any atom 0.0185 Eh/bohr, E_tot -2694.865872 Ha. Number 5: strongest force on any atom 0.0586 Eh/bohr, E_tot -2241.931914 Ha. Number 6: strongest force on any atom 0.0655 Eh/bohr, E_tot -8224.443281 Ha.